# 1
{"formula": "C44H59BCoN10S", "method": "ωB97M-V with the def2-TZVPD basis set", "e_above_lowest_ev": 1.784, "e_tot_ev": -110629.8644, "charge": 0, "multiplicity": 2, "homo_energy_ev": [-6.212, -6.207], "symbols": ["Co", "C", "C", "C", "C", "C", "C", "C", "C", "C", "N", "N", "B", "N", "N", "C", "C", "C", "C", "C", "C", "C", "C", "C", "N", "N", "C", "C", "C", "C", "C", "C", "C", "C", "C", "H", "H", "H", "H", "H", "H", "H", "H", "H", "H", "H", "H", "H", "H", "H", "H", "H", "H", "H", "H", "H", "H", "H", "H", "H", "H", "H", "H", "H", "H", "H", "H", "H", "H", "H", "H", "H", "H", "H", "H", "H", "H", "H", "H", "H", "H", "C", "C", "N", "C", "C", "C", "C", "C", "C", "C", "C", "C", "N", "C", "H", "H", "H", "H", "H", "H", "H", "H", "C", "C", "C", "C", "N", "C", "S", "N", "H", "H", "H", "H", "H"], "coordinates": [[0.096, -0.536, -0.683], [-1.906, -0.653, -3.453], [-1.737, 0.812, -3.822], [-3.115, 1.495, -3.790], [-0.789, 1.609, -2.952], [-0.574, 2.975, -3.149], [0.101, 3.436, -2.043], [0.168, 4.920, -1.754], [-0.878, 5.293, -0.694], [1.520, 5.544, -1.435], [0.370, 2.356, -1.256], [-0.209, 1.240, -1.811], [0.863, 2.262, 0.237], [2.079, 1.304, 0.459], [1.855, -0.046, 0.286], [2.983, -0.687, 0.628], [3.922, 0.261, 1.037], [3.324, 1.497, 0.977], [4.088, 2.701, 1.513], [4.138, 2.661, 3.048], [3.706, 4.090, 1.049], [3.366, -2.159, 0.688], [2.526, -3.146, -0.113], [3.500, -2.607, 2.155], [-0.357, 1.715, 1.009], [-0.996, 0.580, 0.597], [-2.115, 0.471, 1.298], [-2.199, 1.535, 2.206], [-1.056, 2.287, 2.010], [-0.572, 3.471, 2.797], [-1.740, 4.281, 3.359], [0.355, 2.981, 3.922], [-3.136, -0.593, 1.047], [-4.162, -0.107, 0.011], [-3.825, -1.019, 2.341], [-2.808, -1.055, -3.920], [-2.017, -0.764, -2.374], [-1.064, -1.257, -3.789], [-1.358, 0.879, -4.845], [-3.571, 1.366, -2.802], [-3.776, 1.042, -4.534], [-3.048, 2.564, -3.993], [-0.941, 3.584, -3.964], [-0.161, 5.361, -2.694], [-0.634, 4.828, 0.265], [-1.871, 4.948, -0.991], [-0.914, 6.378, -0.553], [1.740, 5.481, -0.374], [1.509, 6.603, -1.709], [2.325, 5.062, -1.995], [1.140, 3.360, 0.614], [4.924, 0.056, 1.390], [5.105, 2.527, 1.158], [3.159, 2.897, 3.471], [4.856, 3.398, 3.419], [4.435, 1.677, 3.410], [2.750, 4.401, 1.472], [3.646, 4.131, -0.035], [4.466, 4.803, 1.378], [4.377, -2.175, 0.271], [1.476, -3.065, 0.164], [2.848, -4.167, 0.112], [2.649, -2.988, -1.189], [2.527, -2.602, 2.647], [4.172, -1.943, 2.706], [3.908, -3.622, 2.194], [-2.988, 1.722, 2.918], [0.008, 4.120, 2.141], [-2.281, 3.705, 4.116], [-2.445, 4.564, 2.573], [-1.370, 5.192, 3.837], [-0.228, 2.454, 4.684], [0.871, 3.820, 4.398], [1.099, 2.280, 3.534], [-2.610, -1.454, 0.642], [-4.657, 0.807, 0.353], [-4.929, -0.871, -0.151], [-3.681, 0.108, -0.951], [-4.473, -0.218, 2.717], [-3.088, -1.265, 3.109], [-4.446, -1.901, 2.164], [3.241, -0.497, -3.717], [2.407, -0.185, -2.637], [1.413, -0.963, -2.275], [1.191, -2.107, -2.956], [1.963, -2.499, -4.050], [3.017, -1.650, -4.425], [1.660, -3.739, -4.714], [0.662, -4.527, -4.270], [-0.129, -4.153, -3.129], [-1.161, -4.952, -2.602], [-1.834, -4.521, -1.493], [-1.495, -3.285, -0.917], [-0.556, -2.508, -1.414], [0.124, -2.944, -2.490], [4.051, 0.173, -3.975], [2.549, 0.722, -2.055], [3.643, -1.920, -5.269], [2.255, -4.027, -5.572], [0.438, -5.466, -4.763], [-1.391, -5.907, -3.063], [-2.616, -5.114, -1.037], [-1.962, -2.977, 0.010], [-3.785, -5.680, 1.888], [-2.769, -4.965, 2.739], [-2.597, -5.286, 4.072], [-1.613, -4.571, 4.745], [-0.871, -3.632, 4.180], [-1.098, -3.351, 2.857], [-0.206, -2.055, 2.144], [-2.048, -4.016, 2.137], [-4.426, -6.329, 2.487], [-3.269, -6.297, 1.146], [-4.406, -4.958, 1.351], [-3.192, -6.047, 4.559], [-1.415, -4.765, 5.799]]}


# 2
{"formula": "C44H59BeN6O5", "method": "ωB97M-V with the def2-TZVPD basis set", "e_above_lowest_ev": 2.389, "e_tot_ev": -66153.8155, "charge": 1, "homo_energy_ev": -10.537, "symbols": ["Be", "C", "C", "O", "H", "H", "H", "H", "H", "N", "C", "C", "C", "C", "C", "H", "H", "H", "H", "H", "N", "C", "C", "C", "C", "C", "H", "H", "H", "H", "H", "N", "C", "C", "C", "C", "C", "H", "H", "H", "H", "H", "N", "C", "C", "C", "C", "C", "H", "H", "H", "H", "H", "N", "C", "C", "C", "C", "C", "H", "H", "H", "H", "H", "N", "C", "C", "C", "C", "C", "H", "H", "H", "H", "H", "C", "C", "O", "C", "H", "H", "H", "H", "H", "H", "C", "C", "O", "C", "H", "H", "H", "H", "H", "H", "C", "C", "O", "C", "H", "H", "H", "H", "H", "H", "C", "C", "O", "C", "H", "H", "H", "H", "H", "H"], "coordinates": [[0.534, -1.118, -3.357], [-0.894, 1.363, 0.314], [-0.604, -0.130, 0.196], [-0.196, -0.589, -1.046], [-1.707, 1.780, -0.285], [-0.019, 1.980, 0.085], [-1.179, 1.675, 1.324], [-1.513, -0.635, 0.555], [0.127, -0.388, 0.975], [0.743, -3.525, -3.043], [1.483, -4.341, -3.796], [1.510, -5.732, -3.702], [0.791, -6.279, -2.669], [0.102, -5.497, -1.750], [0.121, -4.110, -1.987], [1.932, -3.878, -4.667], [2.023, -6.298, -4.464], [0.905, -7.349, -2.544], [-0.311, -5.968, -0.871], [-0.368, -3.429, -1.303], [2.945, -1.522, -2.536], [4.010, -1.813, -3.335], [5.328, -1.633, -2.937], [5.530, -1.144, -1.635], [4.473, -0.970, -0.759], [3.198, -1.214, -1.251], [3.791, -2.045, -4.369], [6.111, -1.867, -3.643], [6.559, -1.039, -1.320], [4.693, -0.748, 0.274], [2.371, -1.129, -0.556], [1.701, 1.181, -3.350], [1.976, 1.906, -4.440], [2.307, 3.264, -4.413], [2.455, 3.931, -3.182], [2.201, 3.147, -2.055], [1.924, 1.809, -2.168], [1.780, 1.357, -5.351], [2.480, 3.848, -5.306], [2.742, 4.971, -3.196], [2.368, 3.543, -1.062], [1.893, 1.152, -1.310], [-3.216, 1.835, 3.592], [-3.635, 2.590, 4.603], [-4.924, 3.177, 4.607], [-5.764, 2.992, 3.532], [-5.323, 2.206, 2.480], [-4.059, 1.619, 2.578], [-3.048, 2.716, 5.503], [-5.238, 3.836, 5.405], [-6.755, 3.411, 3.426], [-5.904, 1.957, 1.603], [-3.755, 1.012, 1.733], [3.278, 3.512, 3.378], [2.471, 2.732, 2.646], [2.821, 2.029, 1.486], [4.139, 2.150, 1.039], [5.005, 2.881, 1.805], [4.542, 3.498, 2.939], [1.452, 2.680, 3.010], [2.041, 1.573, 0.891], [4.488, 1.665, 0.137], [6.036, 2.992, 1.498], [5.263, 4.061, 3.521], [-3.936, -5.348, -1.068], [-4.170, -4.762, -2.273], [-3.945, -3.410, -2.525], [-3.485, -2.587, -1.494], [-3.240, -3.186, -0.268], [-3.462, -4.548, -0.123], [-4.643, -5.404, -3.004], [-4.024, -2.992, -3.519], [-3.327, -1.532, -1.665], [-2.797, -2.667, 0.571], [-3.092, -5.006, 0.788], [-1.152, 4.581, 2.912], [-1.323, 5.544, 1.771], [-0.664, 6.557, 1.700], [-2.348, 5.236, 0.676], [-0.424, 5.080, 3.552], [-0.721, 3.657, 2.527], [-2.101, 4.476, 3.434], [-1.860, 4.883, -0.231], [-2.994, 6.087, 0.467], [-3.022, 4.476, 1.081], [-1.337, 3.088, -3.476], [-1.723, 1.634, -3.650], [-1.007, 0.802, -4.193], [-3.011, 1.186, -2.943], [-0.921, 3.184, -2.472], [-2.275, 3.631, -3.599], [-0.607, 3.471, -4.186], [-2.990, 1.368, -1.868], [-3.132, 0.107, -3.013], [-3.837, 1.732, -3.400], [2.031, -5.411, 1.322], [2.322, -3.947, 1.553], [3.459, -3.583, 1.735], [1.127, -3.011, 1.710], [1.729, -5.670, 0.308], [1.266, -5.687, 2.050], [2.923, -6.008, 1.508], [0.272, -3.233, 1.068], [1.467, -2.008, 1.457], [0.735, -3.099, 2.724], [0.387, 0.115, 4.294], [-0.280, -1.219, 4.484], [0.264, -2.165, 5.006], [-1.715, -1.364, 4.045], [0.187, 0.619, 3.350], [1.466, 0.036, 4.428], [0.007, 0.643, 5.173], [-2.281, -2.075, 4.641], [-1.838, -1.524, 2.972], [-2.193, -0.390, 4.187]]}


# 3
{"formula": "C44H59Br42N4O4S", "method": "ωB97M-V with the def2-TZVPD basis set", "e_tot_ev": -3013327.8656, "charge": 1, "homo_energy_ev": -10.319, "symbols": ["C", "N", "C", "C", "C", "C", "O", "O", "O", "C", "C", "C", "C", "C", "C", "C", "C", "C", "C", "C", "C", "N", "C", "N", "C", "C", "C", "O", "C", "C", "C", "C", "C", "C", "C", "C", "N", "C", "S", "H", "H", "H", "H", "H", "H", "H", "H", "H", "H", "H", "H", "H", "H", "H", "H", "H", "H", "H", "H", "H", "H", "H", "H", "H", "H", "H", "H", "H", "H", "H", "H", "H", "H", "H", "H", "H", "H", "H", "H", "H", "H", "H", "H", "H", "C", "Br", "Br", "Br", "H", "C", "Br", "Br", "Br", "H", "C", "Br", "Br", "Br", "H", "C", "Br", "Br", "Br", "H", "C", "Br", "Br", "Br", "H", "C", "Br", "Br", "Br", "H", "C", "Br", "Br", "Br", "H", "C", "Br", "Br", "Br", "H", "C", "Br", "Br", "Br", "H", "C", "Br", "Br", "Br", "H", "C", "Br", "Br", "Br", "H", "C", "Br", "Br", "Br", "H", "C", "Br", "Br", "Br", "H", "C", "Br", "Br", "Br", "H"], "coordinates": [[-3.790, -1.321, 4.747], [-3.520, -2.774, 4.492], [-3.211, -3.063, 3.070], [-1.910, -2.234, 2.545], [-2.085, -1.127, 1.441], [-3.492, -0.803, 0.760], [-4.485, -0.323, 1.373], [-3.657, -1.088, -0.635], [-2.773, -2.065, -1.008], [-2.735, -2.080, -2.466], [-1.903, -3.314, -3.069], [-1.694, -2.975, -4.653], [-2.672, -4.730, -2.993], [-2.058, -5.758, -1.917], [-0.509, -6.109, -2.157], [-2.367, -5.153, -0.442], [-0.760, -0.364, 1.053], [-0.817, 0.787, -0.069], [-1.766, 1.954, 0.504], [-1.357, 3.429, 0.019], [-2.018, 3.717, -1.425], [-0.979, 3.396, -2.463], [0.576, -0.753, 1.720], [0.713, -1.820, 2.713], [2.010, -2.227, 3.318], [2.908, -3.178, 2.331], [1.983, -3.668, 1.117], [4.044, -2.376, 1.967], [4.738, -2.847, 0.791], [4.332, -1.880, -0.418], [3.833, -2.320, -1.812], [3.438, -1.194, -2.849], [3.535, 0.331, -2.523], [4.041, 0.780, -1.116], [4.426, -0.330, -0.110], [-0.479, -2.535, 3.139], [-0.449, -3.610, 4.172], [-0.484, -4.780, 3.605], [-0.805, -6.309, 3.050], [-4.777, -1.269, 5.347], [-2.941, -0.893, 5.384], [-3.887, -0.681, 3.805], [-2.754, -3.037, 5.126], [-3.000, -4.187, 2.898], [-4.115, -2.826, 2.388], [-3.795, -2.111, -2.901], [-2.234, -1.118, -2.850], [-0.839, -3.361, -2.635], [-2.665, -2.496, -5.059], [-0.806, -2.263, -4.806], [-1.510, -3.929, -5.265], [-2.672, -5.255, -4.017], [-3.766, -4.516, -2.709], [-2.641, -6.740, -2.015], [-0.350, -6.634, -3.157], [0.151, -5.181, -2.073], [-0.194, -6.844, -1.338], [-1.479, -4.552, -0.050], [-3.326, -4.529, -0.538], [-2.631, -6.051, 0.235], [0.211, 1.195, -0.353], [-1.306, 0.380, -1.036], [-2.876, 1.776, 0.265], [-1.681, 1.902, 1.659], [-1.870, 4.160, 0.756], [-0.238, 3.657, 0.077], [-2.890, 2.962, -1.538], [-2.422, 4.787, -1.530], [-0.035, 3.370, -2.057], [-1.020, 4.100, -3.221], [1.520, -0.185, 1.424], [1.931, -2.731, 4.336], [2.608, -1.251, 3.495], [3.219, -4.102, 2.957], [1.775, -2.808, 0.370], [0.992, -4.128, 1.446], [2.543, -4.472, 0.510], [4.645, -3.961, 0.571], [5.866, -2.658, 0.985], [3.746, -3.425, -2.077], [3.030, -1.464, -3.893], [3.258, 1.161, -3.262], [4.126, 1.866, -0.753], [4.770, 0.007, 0.943], [9.169, -1.863, 0.757], [8.605, -2.114, 2.597], [7.876, -0.835, -0.261], [10.945, -1.095, 0.648], [9.220, -2.852, 0.302], [5.882, 0.132, 4.810], [5.394, 0.170, 2.931], [7.487, 1.162, 5.162], [4.408, 0.681, 5.946], [6.108, -0.904, 5.059], [13.886, -1.675, 3.483], [12.208, -0.940, 4.117], [13.646, -3.417, 2.663], [14.811, -0.443, 2.303], [14.521, -1.819, 4.355], [3.433, -0.852, -7.415], [3.338, 0.562, -8.739], [3.243, -0.164, -5.610], [2.161, -2.270, -7.781], [4.427, -1.290, -7.485], [10.954, 3.440, 4.893], [10.789, 2.604, 6.636], [11.041, 5.373, 5.025], [12.446, 2.718, 3.886], [10.049, 3.199, 4.337], [-3.285, 3.763, -5.818], [-3.050, 2.030, -4.978], [-2.917, 5.218, -4.588], [-2.249, 3.920, -7.450], [-4.334, 3.841, -6.098], [-6.529, 2.090, 1.235], [-8.279, 1.331, 0.887], [-5.627, 2.612, -0.402], [-6.623, 3.553, 2.505], [-5.927, 1.307, 1.694], [-12.345, 1.680, 1.552], [-13.691, 0.672, 2.517], [-11.084, 2.528, 2.757], [-11.456, 0.592, 0.209], [-12.863, 2.477, 1.022], [7.071, 2.735, -2.882], [6.149, 3.835, -4.187], [7.441, 3.709, -1.246], [6.111, 1.081, -2.532], [8.032, 2.463, -3.316], [-7.571, 5.196, -5.188], [-7.300, 3.457, -4.371], [-7.185, 6.644, -3.958], [-6.567, 5.361, -6.838], [-8.627, 5.269, -5.444], [-9.216, 5.794, 4.751], [-9.731, 5.497, 6.597], [-10.541, 6.837, 3.793], [-7.444, 6.573, 4.608], [-9.172, 4.817, 4.272], [8.713, -3.124, -3.935], [8.820, -2.231, -5.653], [9.959, -2.372, -2.653], [6.899, -3.145, -3.245], [9.006, -4.161, -4.095], [-12.922, 2.984, 8.237], [-13.540, 4.724, 8.830], [-13.335, 2.669, 6.368], [-11.037, 2.723, 8.610], [-13.467, 2.238, 8.814], [-0.732, 8.829, -4.963], [0.266, 10.491, -5.002], [-0.168, 7.684, -3.500], [-2.648, 9.139, -4.942], [-0.506, 8.299, -5.887]]}